279
Properties=species:S:1:pos:R:3:forces:R:3 method="wB97M-V/def2-TZVPD" e_lumo_ev=0.3 fmax_ev_per_a=4.1 de_lowest_kcal_mol=0.0 e_homo_ha=-0.3247 orbital_gap_ev=9.15 charge=0
O 24.147102 18.561576 19.424472 0.7 0.7 -0.3
H 22.470397 19.577846 17.704896 0.3 -0.1 -0.4
H 20.095008 18.241630 13.599694 0.7 -0.1 1.0
H 23.078886 15.311493 19.803678 0.4 -0.1 0.3
H 15.985549 12.898627 11.689206 -0.4 0.5 0.2
N 18.654564 17.411932 17.260876 -0.2 2.0 -0.8
H 10.999814 23.884131 21.361946 -0.4 -0.1 -0.3
C 16.870979 25.814422 20.311535 0.6 0.0 1.6
H 15.638566 19.744831 24.478078 0.4 0.7 -0.3
C 22.417356 14.039193 18.199850 -1.0 0.2 1.3
H 11.181674 18.470135 13.956003 1.1 0.6 -0.4
O 19.361462 22.263930 17.798492 1.7 -0.1 0.8
H 16.232994 14.340506 12.722777 -0.8 -0.5 -0.5
C 17.191908 14.922551 19.324919 0.9 -1.0 -1.3
H 9.645651 20.380018 23.328731 -0.6 0.3 -0.1
H 11.565720 13.959155 25.976231 0.2 -0.4 0.7
H 18.110498 24.870119 15.079376 0.5 -0.4 0.2
N 18.178028 16.533693 14.031246 1.0 -1.8 0.2
H 14.752180 13.343909 12.900648 0.0 -0.3 0.2
C 12.193338 12.190958 15.712581 -0.4 1.0 -0.6
H 12.810409 9.930812 16.790994 -0.5 0.1 0.4
H 16.048427 15.612443 24.608547 0.4 0.4 -0.1
H 18.619779 18.607237 23.637336 -1.0 -0.2 -0.1
H 24.618392 20.239664 18.316980 0.6 2.0 0.6
H 13.714130 21.338699 24.749797 -0.6 0.4 -0.3
H 10.729343 18.430131 18.453156 0.0 0.4 -0.4
C 17.436361 17.231723 11.753689 0.5 0.3 0.8
H 18.468508 26.752844 19.316149 0.4 0.5 -0.1
H 21.222299 18.881252 26.294945 -0.3 0.0 -0.2
H 12.152127 15.452044 20.806949 0.8 0.0 -1.1
C 14.432266 21.184278 25.526098 1.3 -0.2 1.3
H 11.613084 22.806751 15.277797 -0.5 0.6 -0.6
H 16.914831 22.739134 13.821149 -0.5 0.0 0.2
C 22.343703 20.491636 21.458927 0.2 -1.1 -0.9
H 16.571833 20.817976 25.554130 0.6 -0.4 1.0
H 11.723862 21.571699 16.447666 0.0 -0.6 0.0
H 16.126786 17.834475 16.117008 0.6 0.3 0.7
H 15.274169 22.021202 13.937805 -0.2 -0.6 -0.4
H 10.452686 19.611154 19.779371 0.2 0.4 0.1
H 20.044675 17.097132 20.898696 1.0 0.3 -1.1
H 19.046548 25.409254 20.284184 -0.9 0.8 0.2
H 13.580206 24.576781 20.858937 0.1 0.4 0.7
C 23.345088 19.123924 17.194454 -1.1 1.4 0.9
H 13.010949 19.020189 21.889055 -0.3 0.3 0.3
H 8.571774 17.034879 21.804563 0.7 0.1 0.5
H 17.314618 16.001055 14.086142 -0.3 0.4 0.0
H 16.556787 17.234275 25.134669 -0.4 0.5 0.1
C 17.673594 18.601278 17.554050 0.9 -3.4 0.2
H 18.232257 15.245323 19.478994 -0.1 -0.4 0.4
C 15.768935 20.793176 24.854503 -1.6 -0.8 0.7
C 16.651303 24.606016 19.424196 1.8 1.7 -1.5
H 7.984567 18.809945 19.974344 -1.2 1.8 1.0
H 13.151093 20.019910 20.468439 -0.4 0.0 -0.9
N 13.588242 24.665316 21.890966 -1.1 0.1 -0.5
O 17.501920 17.921394 22.480146 -0.4 -0.3 0.0
H 18.636834 21.752956 18.104830 -1.7 -0.8 0.4
H 14.733005 14.380893 20.288862 -0.8 0.0 0.8
C 19.153301 18.913782 25.583470 0.3 -1.1 -1.4
H 17.087420 19.730144 11.796673 0.0 0.3 -1.1
H 16.863445 21.708854 23.534516 1.9 0.0 -0.7
C 10.676036 18.591764 19.520854 -2.0 -1.7 -0.3
C 21.706445 22.625980 18.292763 -0.5 0.5 0.4
H 20.574266 16.466002 23.436306 0.3 0.4 1.3
O 21.404658 18.527434 20.200776 -0.2 0.4 0.1
H 16.784505 26.038341 22.424018 0.1 0.5 -0.2
C 23.196723 15.241489 18.730668 0.8 -0.5 -1.2
H 20.586208 11.299502 15.801851 -0.3 -0.3 -0.1
H 20.736373 14.773103 17.526526 -0.3 0.5 -0.6
O 19.917046 13.936039 15.291553 0.1 -0.7 -0.3
H 10.153254 18.860447 23.680510 1.3 -1.3 1.1
H 13.719961 15.093679 12.929655 -0.6 0.0 0.6
H 12.874450 19.606118 15.773308 0.2 -0.4 0.5
H 14.043126 20.467716 26.257982 0.2 -0.5 -0.5
C 17.317639 20.511237 20.567107 1.6 1.6 0.2
C 9.530689 17.645306 20.021963 1.2 0.4 -0.3
H 12.280814 15.609521 25.880566 0.3 0.4 0.6
H 14.900659 12.315244 15.427547 0.4 -0.8 0.0
C 18.318025 26.280543 20.276703 0.9 -1.0 -0.2
C 12.810783 23.503366 22.422808 1.0 -0.6 0.7
H 22.519273 13.190230 18.866354 0.5 -0.3 0.0
H 16.412495 20.227577 21.015818 -1.5 -0.4 0.4
H 14.435160 19.968626 21.556587 0.7 0.2 0.5
H 10.630434 13.874707 14.711676 0.5 0.0 -0.4
H 13.501936 17.332338 14.786996 -0.1 -0.4 0.2
H 20.606623 20.435083 25.779857 0.4 1.3 -0.5
H 10.419281 17.275153 22.017373 -0.5 -0.2 -0.1
C 20.435151 21.860817 18.700962 0.1 1.5 0.6
H 21.030069 18.993133 22.222264 0.0 -0.5 -0.1
H 17.215579 18.293724 19.651371 -0.3 -1.1 0.6
C 20.342958 19.534149 26.251484 -0.3 -0.8 1.1
O 17.427158 20.213702 19.215112 0.0 0.6 -0.7
H 12.641362 16.602772 18.606968 0.5 0.2 0.5
C 11.506710 13.687612 14.050346 -0.2 -2.6 0.7
H 19.625538 22.746767 15.247170 0.1 -0.7 0.2
H 14.095777 22.956500 18.404655 0.1 0.0 -0.3
H 22.683877 13.727606 17.204755 0.2 0.1 -0.5
H 11.351388 12.590638 16.283194 -0.1 -0.1 0.2
H 20.202423 22.120746 19.795272 0.0 -0.3 -1.5
H 13.104530 22.584626 16.127321 0.4 -0.1 0.0
C 9.329085 19.340280 23.256667 -0.4 0.5 -0.1
H 14.376776 22.276953 21.554235 -0.1 -0.2 -0.1
O 12.658615 21.227251 14.579935 0.2 0.0 0.0
C 11.642185 12.735603 10.249812 0.4 0.7 1.2
H 13.224886 23.311245 23.469611 -0.9 0.3 -1.1
H 13.136752 25.577977 22.117805 0.3 -1.1 -0.2
H 20.036529 13.684902 14.358586 -0.1 0.0 0.6
H 20.026713 19.713384 27.292361 0.3 0.2 -0.2
H 12.845137 22.441119 20.531673 0.6 -0.7 1.0
H 21.738662 23.694234 18.664777 -0.3 -1.2 -0.5
H 19.568476 17.866482 17.184356 0.1 -0.3 0.4
N 14.099635 15.605193 12.163917 1.9 0.0 0.6
N 16.616039 25.365429 21.691345 0.2 -0.2 -0.3
H 13.205060 15.300913 22.611072 -0.3 0.3 0.3
C 16.090234 22.438965 14.497641 0.8 0.3 1.1
H 11.802774 14.561804 13.549651 0.3 1.1 -0.7
H 15.604696 18.951446 17.336360 -0.2 -0.8 0.5
H 17.664037 21.720486 15.926914 -1.0 0.2 0.2
O 12.627275 13.199420 14.810058 -0.5 0.4 0.0
H 23.493294 19.649558 16.258528 0.3 0.2 -0.1
H 21.374169 23.123526 24.057554 -0.3 -0.3 0.1
C 13.575401 14.077394 10.393084 0.4 -1.0 -0.7
H 14.615045 22.040296 26.191830 -0.3 0.4 -0.7
H 13.944621 19.522083 12.919166 -0.2 -0.3 0.4
C 11.258899 23.653048 22.387474 1.2 -0.7 0.9
H 16.061574 17.156196 17.741509 -0.1 0.9 0.0
H 19.392308 19.151973 12.349785 0.0 0.0 -0.3
H 25.407149 18.818654 17.713235 0.3 -0.3 0.2
O 18.310761 23.337197 22.915713 0.3 0.4 -0.1
H 10.826112 15.166214 25.010756 -0.1 0.3 0.3
H 15.313479 10.455535 20.808282 0.0 0.6 -0.5
H 15.607679 17.250738 22.677819 -0.9 0.5 0.4
H 20.074123 23.845114 24.982293 -0.2 -0.5 -0.3
H 22.716852 16.132876 18.353300 0.1 0.4 -0.3
O 12.588628 15.568641 23.324108 0.5 -0.5 -0.5
H 18.934036 18.774137 19.295583 -0.8 0.0 0.1
C 18.128830 17.635154 13.098280 -1.0 -0.4 -1.0
H 18.085936 13.038823 15.773921 0.3 0.2 0.1
C 12.893280 15.053843 20.038318 -1.4 0.1 1.3
H 17.381250 12.372597 18.691968 0.5 0.2 0.6
C 9.477990 17.642054 21.563019 -0.3 -0.2 -0.7
H 10.946286 24.519201 23.018284 0.0 -0.9 -0.2
H 20.982421 23.812157 14.765492 0.0 -0.3 0.2
H 20.123637 23.019721 22.077899 0.3 -0.1 -0.3
C 21.184118 19.463901 21.249612 2.3 0.4 1.5
H 19.467132 14.318300 23.049095 0.2 -0.3 -0.5
H 13.430377 16.170574 11.733587 -1.4 0.9 -0.6
N 14.100590 17.932663 14.251563 0.1 -0.4 0.6
O 13.923752 14.526172 20.846219 1.0 -1.0 -0.5
H 21.623656 16.185728 22.030100 0.9 0.4 0.0
H 17.515375 19.852546 9.976178 -0.3 1.2 -0.2
O 12.509972 13.473604 11.091199 0.8 0.3 0.7
H 22.539010 22.092916 18.726296 0.5 0.0 0.1
H 17.555802 18.418965 13.595719 -0.1 0.2 0.0
C 19.479595 18.142448 12.740953 0.8 0.4 -0.7
H 16.348779 17.117440 11.919696 0.2 0.0 -0.4
H 19.672163 23.492679 13.669840 -0.3 -0.1 -0.9
H 19.836658 22.120803 24.340343 0.8 1.4 -0.1
O 16.021536 21.787656 23.923041 -1.9 0.5 -0.5
C 16.741410 16.454422 24.416808 -0.3 0.0 -1.6
H 22.539079 21.006908 20.539111 -0.4 0.7 -0.7
H 13.206231 14.919703 9.809111 -0.2 0.2 -0.3
H 19.167764 23.862311 17.146153 0.5 1.3 -1.1
H 13.974171 15.604525 18.209690 -0.4 0.0 1.2
C 13.463349 16.063042 19.120960 0.4 0.9 -2.9
C 19.909862 23.623745 14.700707 0.1 0.9 -0.1
H 17.766624 16.157567 24.579970 0.3 -0.4 0.0
H 14.250996 16.749394 19.500898 -0.9 -0.2 0.3
H 23.346944 20.051413 21.596452 -0.6 -0.3 0.7
H 15.789074 23.153165 17.612910 -1.3 -0.3 1.5
C 20.404707 14.502351 22.505230 0.2 1.5 0.7
H 15.314292 15.211197 10.542198 0.2 -0.4 0.3
H 11.123600 13.445568 9.629964 -0.5 0.1 -0.7
H 10.855355 22.637194 22.713549 0.0 1.6 -0.4
C 13.394546 20.045982 14.932775 -0.9 0.8 -1.1
H 15.329876 11.405941 16.980772 -0.6 0.5 -0.8
H 11.639152 19.957391 12.986885 -0.1 -1.1 0.0
O 15.568555 23.579249 15.187632 -0.1 0.5 -0.1
H 17.895627 16.278664 11.493952 -0.2 -0.2 -0.2
O 12.795487 21.068495 22.166104 -0.2 0.8 0.3
C 12.501232 14.432204 24.183787 3.0 -1.7 -2.2
H 17.306291 9.291386 20.777925 0.5 1.0 -0.8
C 13.358596 19.988480 21.520853 0.3 -1.3 -0.5
C 15.451465 13.744558 12.175050 1.8 -0.9 0.1
H 15.118566 12.043021 20.503921 -0.6 0.7 0.2
H 13.571937 14.051968 24.398613 -1.4 0.5 -0.1
H 18.234837 17.468037 22.003317 0.0 0.1 0.5
C 13.279361 22.252529 21.581713 -1.1 2.1 -0.1
O 9.287081 18.994179 21.901163 -0.7 0.5 -0.3
H 20.588372 20.779342 18.660924 -0.1 0.0 -0.2
C 16.294277 18.096518 17.195685 -0.7 0.2 -0.9
H 12.002126 13.572873 23.675877 0.2 0.5 0.1
O 19.706815 16.727960 21.696296 -1.4 -0.5 0.3
H 16.272442 26.684147 19.996785 -0.3 -0.4 0.0
H 12.263427 14.327691 19.460794 0.9 0.0 0.4
C 13.270999 11.824014 16.661240 0.0 0.8 2.3
H 22.346106 18.544801 19.947573 -0.1 -0.1 0.0
C 16.589862 16.904573 22.915302 0.4 0.0 0.9
H 14.687946 17.388646 13.649275 -0.3 -0.1 -0.6
C 17.845545 18.889803 19.036572 0.9 0.2 -1.1
H 19.243679 11.118946 14.612118 0.1 0.5 0.5
H 19.017369 17.943071 26.084128 -0.6 0.1 -0.1
H 16.578953 15.781297 19.551788 -0.5 0.0 0.1
H 23.048975 18.150609 16.973856 -0.2 -1.9 -0.4
H 18.914690 10.729399 16.351759 1.1 1.3 -1.1
H 19.622844 25.780324 14.916218 -0.3 -1.1 0.8
C 16.647439 21.453366 15.565915 0.3 -0.8 -2.4
H 21.824650 22.615729 17.206669 -0.1 0.1 0.1
H 9.661976 16.639794 19.612186 0.6 -0.1 0.4
H 18.871374 15.790677 13.763658 -0.6 1.2 0.2
H 18.850286 10.192414 20.573857 -0.5 0.2 0.3
H 18.556969 26.945680 21.135520 -0.2 -0.3 -0.7
C 11.797532 14.807531 25.365601 -2.2 0.7 0.8
C 20.274939 23.156029 24.139556 0.9 -0.7 1.9
H 15.849852 21.288531 16.274546 0.3 0.1 0.8
H 17.014605 24.920384 18.398739 0.2 -0.6 0.8
H 18.615509 12.799862 19.951211 0.5 0.1 0.0
H 24.275465 15.214131 18.359234 -1.3 0.1 0.9
H 17.495866 21.590107 20.674847 -0.3 -0.2 0.2
H 11.824399 11.337843 15.184806 -0.3 -0.9 -0.7
H 17.322573 23.789538 19.819144 -1.0 0.3 -0.3
H 17.892189 10.042325 19.204910 -0.5 -0.5 -0.7
C 17.785901 10.180639 20.265652 1.4 -1.4 0.6
H 19.908595 24.668413 22.565600 0.0 0.0 0.6
H 16.791272 20.470253 15.030051 -0.1 0.7 0.5
H 18.278639 19.544610 25.652431 -0.3 0.1 0.4
C 19.166271 12.919450 15.993027 -1.1 -0.8 -2.0
H 20.015650 17.533862 11.979138 -0.5 0.2 0.5
C 11.938568 18.902458 13.225394 -1.3 -0.6 -0.7
H 17.161253 14.648444 18.235662 -0.3 0.5 0.7
H 13.432289 10.364394 18.192135 -0.5 1.1 -0.8
H 7.620854 17.277008 19.520100 0.3 1.0 -0.1
H 11.553511 18.180388 19.923114 1.5 0.1 0.8
H 16.679957 16.054854 22.264929 0.4 -0.8 -0.2
O 17.768760 18.134082 10.716026 0.1 -1.8 0.1
H 8.418930 19.123424 23.857372 0.3 0.1 -0.6
C 20.663612 16.039900 22.476243 -0.7 -1.5 -1.3
H 14.664934 23.781626 14.898455 0.5 -0.2 0.0
H 17.197733 11.738841 21.609760 -0.2 -0.3 -0.3
O 15.305053 24.334542 19.247950 -0.6 -0.7 1.0
H 20.478214 14.082572 21.514151 -0.5 -0.1 -0.4
H 17.869091 19.556354 17.112478 0.5 0.3 -1.0
N 15.623388 11.237919 20.207833 1.1 -1.2 0.5
C 19.195781 24.805735 15.323019 0.1 0.7 -0.1
H 21.238138 14.083808 23.059171 0.0 -0.3 0.4
C 14.610264 11.498057 16.111857 1.5 0.9 0.8
H 13.999265 13.352656 9.680041 0.0 0.0 -0.1
H 10.931623 12.275824 10.955378 0.3 -0.3 -0.7
C 12.278175 22.062461 15.646634 0.3 -0.3 0.5
H 22.126704 21.214944 22.233327 -0.1 0.0 0.2
H 11.269544 12.867408 13.314941 -0.2 1.0 0.5
C 17.032980 19.300607 10.753510 -0.6 -0.2 1.4
H 18.553934 17.064570 16.285453 -0.5 0.3 0.6
C 17.568586 12.599201 19.779657 -0.8 1.4 -2.2
H 11.804203 18.236931 12.298376 0.6 1.0 1.1
N 8.289161 18.065074 19.430893 -0.5 -2.0 -1.0
H 13.282366 12.716790 17.335812 0.7 -0.6 -0.3
C 13.365780 19.050249 13.746287 0.4 1.3 -0.2
H 14.432457 20.290257 15.142172 0.0 -0.1 0.3
C 15.160675 23.102359 18.595618 0.8 -0.1 -1.8
N 12.771148 10.716061 17.457762 0.1 -1.8 0.4
C 24.498325 19.224665 18.137822 -0.5 -1.6 0.8
H 20.311698 20.040557 21.127537 -1.3 0.6 -0.8
H 15.515419 22.253786 19.192770 0.1 0.1 0.1
H 19.314240 13.138342 17.015640 0.3 0.0 1.1
H 14.635812 10.489096 15.726539 -0.2 -0.1 -0.9
C 19.508513 11.440699 15.640272 -0.5 -0.3 1.2
H 18.095325 20.007832 21.113150 0.5 -0.2 0.5
H 15.660843 25.077753 21.769070 -0.8 -0.4 0.4
O 19.437482 24.737921 16.722997 -0.5 0.0 0.7
H 15.970883 19.066758 10.560762 0.1 0.4 -0.2
C 19.716771 23.632668 22.885100 -1.5 -0.4 -2.1
H 17.832601 24.007927 22.392192 -0.4 0.1 0.0
H 24.625345 18.976513 20.186057 -0.4 -0.4 -1.3
C 17.075519 11.449631 20.541746 -1.9 0.1 1.7
C 14.698443 14.635944 11.255674 -1.3 1.3 -0.2
H 12.265083 12.075293 9.653963 -0.4 -0.6 -0.2
O 19.404119 18.684552 24.178463 1.6 0.4 1.3
O 20.999877 14.291632 18.302890 0.5 -0.4 0.2
O 16.779473 13.779598 20.078801 0.5 0.0 0.3